The following is a DFT calculation (the ωB97M-V functional and the def2-TZVPD basis) of a structure of composition C27H59AlN2.

XYZ file:
```
89
Properties=species:S:1:pos:R:3:lowdin_charge:R:1
C 2.79 -5.06 1.26 -0.099
C 3.33 -4.12 0.16 -0.259
C 3.51 -4.88 -1.15 -0.223
C 3.92 -4.00 -2.34 -0.195
C 2.80 -3.52 -3.25 -0.203
C 1.60 -2.88 -2.52 -0.193
C 0.50 -3.89 -2.08 -0.177
C -0.85 -3.56 -2.71 -0.194
C -2.11 -3.66 -1.83 -0.205
C -2.01 -3.34 -0.34 -0.195
C -1.82 -1.85 0.10 -0.184
C -1.66 -0.81 -0.99 -0.206
C -1.52 0.59 -0.38 -0.228
C -0.32 0.80 0.53 -0.246
C 1.05 0.41 -0.01 -0.325
C 2.19 1.23 0.61 -0.299
Al 3.82 1.20 -0.63 0.290
C 5.43 0.29 0.25 -0.259
C 6.69 0.41 -0.54 -0.554
C 7.59 -0.81 -0.62 -0.070
N 7.08 1.45 -1.14 0.093
H 3.13 -6.07 1.06 0.064
H 1.71 -5.03 1.25 0.057
H 3.15 -4.73 2.23 0.063
H 4.27 -3.67 0.45 0.103
H 2.62 -3.30 0.06 0.082
H 2.63 -5.48 -1.34 0.098
H 4.32 -5.58 -0.97 0.106
H 4.51 -3.16 -1.99 0.109
H 4.59 -4.60 -2.95 0.101
H 2.43 -4.32 -3.89 0.108
H 3.21 -2.75 -3.89 0.104
H 1.19 -2.12 -3.19 0.098
H 1.98 -2.34 -1.67 0.078
H 0.49 -3.88 -1.00 0.087
H 0.85 -4.85 -2.43 0.091
H -1.00 -4.26 -3.53 0.104
H -0.84 -2.59 -3.19 0.086
H -2.51 -4.66 -1.91 0.101
H -2.86 -3.00 -2.25 0.095
H -2.95 -3.66 0.09 0.096
H -1.26 -3.94 0.17 0.088
H -0.99 -1.80 0.79 0.099
H -2.69 -1.57 0.68 0.099
H -0.72 -1.01 -1.51 0.099
H -2.46 -0.83 -1.72 0.109
H -2.41 0.71 0.27 0.075
H -1.59 1.35 -1.15 0.109
H -0.26 1.88 0.72 0.082
H -0.46 0.35 1.51 0.103
H 1.23 -0.63 0.27 0.094
H 1.12 0.48 -1.09 0.069
H 1.89 2.25 0.81 0.022
H 2.52 0.78 1.55 0.033
H 3.45 0.33 -1.96 -0.084
H 4.24 2.68 -1.15 -0.101
H 5.60 0.68 1.25 0.054
H 5.19 -0.77 0.37 0.023
H 8.60 -0.49 -0.44 0.063
H 7.50 -1.28 -1.59 0.070
H 7.30 -1.50 0.17 0.055
H 6.38 2.19 -1.02 -0.020
C -4.86 6.61 0.87 -0.084
C -4.86 6.14 2.32 -0.212
C -3.68 5.30 2.76 -0.123
N -3.65 3.85 2.35 -0.257
C -2.46 3.23 3.03 0.024
C -4.90 3.11 2.74 -0.087
C -5.78 3.10 1.49 -0.139
C -4.77 3.00 0.34 -0.126
C -3.49 3.65 0.85 -0.074
H -5.12 5.82 0.17 0.060
H -5.61 7.40 0.73 0.084
H -3.89 7.02 0.58 0.087
H -5.81 5.66 2.57 0.100
H -4.83 7.03 2.95 0.123
H -3.65 5.28 3.85 0.134
H -2.74 5.74 2.42 0.143
H -2.61 3.31 4.11 0.113
H -1.56 3.76 2.73 0.119
H -2.40 2.18 2.74 0.108
H -4.61 2.09 3.00 0.138
H -5.35 3.59 3.60 0.139
H -6.37 4.00 1.41 0.103
H -6.47 2.26 1.50 0.126
H -5.14 3.48 -0.56 0.120
H -4.58 1.96 0.09 0.113
H -3.26 4.61 0.38 0.123
H -2.64 2.99 0.69 0.104
```

HOMO (Eh): -0.242
Calculated total energy (a.u.): -1415.93869
Orbital gap (eV): 5.79
LUMO level (eV): -0.8050